Record 1
ORCA calculation (ωB97M-V/def2-TZVPD) on a structure of composition C32H26N5O2RuS4.

- F_max (eV/Å) = 0.7
- molecular weight (g/mol) = 741.931
- net charge = +1
- energy (hartree) = -3346.72810
- frontier orbital gap (eV) = 5.85
- energy above the lowest of the compared OMol25 structures with the same formula, charge and spin (kcal per mole) = 0.0

Atoms and positions in Å:
H -3.900 1.785 -5.076
H -0.224 1.365 -2.366
H 3.122 -2.331 -2.140
C 1.607 -1.545 -0.840
C 0.475 1.454 -3.188
H 0.433 3.589 -3.166
C 0.605 -1.330 7.700
C 1.911 0.441 -4.847
H -0.680 2.147 3.583
H -2.838 3.806 -1.466
H 0.707 -0.896 8.685
N -2.550 -0.801 -1.552
C -0.749 -3.055 1.926
C -1.191 0.827 0.489
C -1.100 2.016 2.595
C 0.494 -1.067 5.315
C 0.846 2.707 -3.641
N 1.192 -1.244 0.401
S 0.492 -1.284 -3.330
H 1.638 -1.220 2.417
C 0.620 -0.512 6.579
C 3.689 -2.291 -0.044
O 1.466 -2.225 -3.783
H 2.971 1.798 -6.108
C 0.322 -3.267 6.300
O -0.893 -1.460 -3.679
C -2.709 1.670 -1.374
H -2.536 3.591 2.816
S -1.832 -2.559 0.642
H 0.434 -3.338 8.434
C -2.201 1.694 0.020
C 2.268 1.703 -5.289
H 3.226 4.350 -5.094
C -3.575 1.760 -4.045
C -3.419 2.933 -3.324
Ru -0.824 -0.898 -0.355
C -0.630 1.022 1.757
H -3.480 3.322 0.574
C -2.671 2.676 0.889
C 0.352 -2.440 5.191
H 0.206 -4.334 6.179
C 0.454 -2.702 7.560
H 0.488 -0.444 4.431
C 0.987 -4.019 3.371
S 2.283 -4.743 4.052
C 1.744 2.850 -4.698
C 2.148 4.210 -5.192
C 2.847 -2.081 -1.127
C -3.297 0.546 -3.439
H 3.911 -2.156 2.102
C -2.990 2.882 -2.009
N -0.728 -2.455 3.062
H 4.672 -2.713 -0.206
C -2.868 0.504 -2.121
H 1.899 4.325 -6.247
H 2.323 -0.449 -5.303
N 0.502 -1.278 -1.674
H -3.393 -0.377 -3.995
C 3.275 -1.981 1.247
S 0.364 -4.377 1.777
H -2.333 -1.414 -2.342
C -2.138 2.828 2.160
H 1.649 5.001 -4.635
H 0.155 0.363 2.094
H 0.733 0.558 6.689
H -3.619 3.889 -3.787
C 2.010 -1.465 1.430
C 1.010 0.328 -3.796
H -3.362 -1.185 -1.073
N 0.205 -3.005 3.879

Atoms 1-6, force components in eV/Å:
H 0.0 0.0 0.0
H 0.0 0.0 0.0
H 0.0 0.0 0.0
C 0.0 0.0 -0.1
C 0.0 0.0 0.0
H 0.0 0.0 0.0


Record 2
ORCA calculation (ωB97M-V/def2-TZVPD) on a structure of composition C32H27AuCl3N7O3S.

- F_max (eV/Å) = 0.6
- molecular weight (g/mol) = 893.007
- net charge = +2
- energy (hartree) = -3758.57183
- frontier orbital gap (eV) = 5.97

Atoms and positions in Å:
H 2.387 1.588 4.386
C -3.027 -1.435 -7.144
H -4.594 -0.124 4.671
N 1.955 0.526 2.650
H 2.299 -1.018 4.096
H -4.406 -2.936 -7.776
O -0.236 2.855 2.876
C -1.853 -1.916 -5.063
H 2.152 2.559 2.936
C -3.691 -2.645 -7.020
N -1.455 0.162 -6.193
H 6.304 -4.736 -3.996
N -0.016 -2.419 -3.708
N -0.665 -0.071 -4.036
C -0.870 0.665 -5.146
C -1.097 2.621 -1.653
H 0.562 4.859 7.483
H -0.137 2.683 -1.147
H 2.209 -2.603 1.844
N 1.870 -0.722 0.857
C -1.199 1.960 7.308
C -0.786 0.565 -2.736
H -1.271 0.677 5.603
C -2.539 2.091 3.182
H -2.318 -3.786 -4.129
C 2.141 -0.767 3.062
C -2.527 -3.129 -4.961
H -3.215 -0.778 -7.983
H -1.534 0.733 -7.026
H -1.244 1.574 1.580
C 0.289 1.924 3.820
H -1.837 2.127 -1.032
C 2.093 -1.539 1.944
H 1.729 -3.683 -4.344
Au 1.638 -1.376 -1.046
H 5.260 -2.512 -0.480
Cl -1.111 3.634 9.422
C 4.285 -4.005 -3.846
C 0.498 3.536 5.795
C -3.448 -3.479 -5.932
C 1.774 1.707 3.495
C 5.592 -4.180 -3.402
Cl 1.567 4.551 4.873
C -4.030 0.732 4.338
H 3.956 -4.423 -4.787
H -0.566 1.701 -5.149
H -0.220 0.963 3.687
C -0.684 3.141 7.822
Cl -2.741 4.642 4.182
H -3.976 -4.419 -5.851
C -0.852 1.586 6.022
H 6.959 -3.748 -1.801
C -2.124 -1.090 -6.151
N 1.185 -2.253 -2.993
N 3.760 -2.762 -1.856
C 0.001 2.359 5.238
H -1.713 3.293 1.609
H -1.864 1.356 7.907
C -3.076 0.785 3.367
H 1.628 1.405 0.742
S -4.296 2.264 5.051
C 0.167 3.940 7.076
C 5.956 -3.635 -2.186
H -1.433 3.601 -1.973
C 1.785 0.513 1.324
C 5.004 -2.937 -1.443
O -0.924 1.861 -2.887
H -2.758 -0.076 2.797
C -3.125 2.982 4.037
C 2.044 -3.080 -3.497
C -0.775 -1.505 -4.147
O -0.800 -0.091 -1.751
C -1.434 2.440 2.233
C 3.419 -3.279 -3.040

Atoms 1-6, force components in eV/Å:
H -0.1 -0.1 0.0
C 0.0 -0.1 0.1
H 0.0 0.0 0.0
N -0.1 0.1 -0.1
H 0.0 0.0 0.0
H 0.0 0.0 0.0


Record 3
ORCA calculation (ωB97M-V/def2-TZVPD) on a structure of composition C32H27Br3IN2O6Ti at a distorted geometry.

- F_max (eV/Å) = 1.5
- molecular weight (g/mol) = 950.059
- net charge = +1
- energy (hartree) = -10665.71369
- frontier orbital gap (eV) = 7.30
- energy above the lowest of the compared OMol25 structures with the same formula, charge and spin (kcal per mole) = 17.1

Atoms and positions in Å:
Br 2.398 -6.309 3.610
H -1.490 -0.264 3.836
C -0.361 5.011 -2.789
I 0.718 3.429 -1.952
H 2.378 -1.638 -2.299
C 2.246 -5.098 0.631
C 3.200 2.666 1.266
C -2.283 -1.114 2.075
C 0.226 6.232 -3.103
C 2.126 1.819 1.058
N 1.686 -2.416 0.049
H -2.169 3.862 -2.777
H -3.142 1.974 1.708
N -0.111 -1.104 -1.719
H 2.595 -5.256 -1.461
C 1.620 -2.901 1.341
C 3.286 0.769 -0.765
C 2.328 -4.609 -0.635
H 3.347 0.043 -1.568
O 0.873 -0.746 1.890
H 1.737 -3.870 5.070
C -2.483 5.831 -3.570
C 2.102 -3.240 -0.897
O -0.659 0.951 -0.185
C 4.325 2.566 0.453
C 2.409 -2.719 -2.268
C 2.159 0.846 0.050
H -1.888 -3.634 -3.006
H -1.642 2.896 1.430
H 3.413 -3.042 -2.550
Br 0.987 -1.023 4.969
H 5.231 1.553 -1.208
C 1.253 -1.954 2.321
Br 2.061 6.575 -2.824
H 5.168 3.225 0.612
C 1.946 -4.218 1.695
H -0.081 8.197 -3.885
H -1.263 -3.597 -5.628
H 2.433 -6.144 0.838
H -2.622 -2.488 -5.537
H -3.538 5.669 -3.752
H 1.251 1.911 1.694
O -1.618 -1.405 1.099
H 0.702 0.489 -2.751
C -0.837 -2.233 -1.800
H 1.717 -3.124 -3.011
C -1.716 4.814 -3.024
H -3.396 -2.633 1.922
C -0.546 7.250 -3.646
H 3.157 3.409 2.052
C -2.075 0.087 2.984
C -1.533 -2.549 -5.499
H -1.037 -2.752 -0.873
O -2.853 1.031 -0.650
H -0.062 -0.280 -4.960
H -3.051 0.411 3.354
C 1.336 -2.309 3.639
C -2.085 1.902 1.450
C 4.362 1.626 -0.567
C -0.298 -0.864 -4.080
O -1.355 1.138 2.401
C 0.137 -0.430 -2.848
O -3.288 -1.860 2.500
C -1.037 -2.036 -4.181
Ti 0.504 -0.341 0.169
C -1.308 -2.720 -2.995
H -2.491 7.849 -4.303
H -1.128 -1.977 -6.331
C -1.898 7.050 -3.879
C 1.960 -4.556 3.070
C -1.942 1.265 0.086
C 1.688 -3.619 4.020

Atoms 1-6, force components in eV/Å:
Br 0.0 0.0 0.0
H 0.0 0.0 0.0
C 0.1 -0.1 0.0
I 0.0 0.2 0.0
H 0.0 0.0 0.0
C 0.0 0.0 0.0


Record 4
ORCA calculation (ωB97M-V/def2-TZVPD) on a structure of composition C32H27BrCeCl2N6O3 at a distorted geometry.

- F_max (eV/Å) = 1.4
- molecular weight (g/mol) = 834.533
- net charge = +2
- energy (hartree) = -5759.01284
- frontier orbital gap (eV) = 6.59
- energy above the lowest of the compared OMol25 structures with the same formula, charge and spin (kcal per mole) = 0.2

Atoms and positions in Å:
Br -2.661 1.465 -0.713
O -2.464 1.822 -5.922
C -3.103 -2.574 -4.237
C -0.852 -2.779 -3.347
Ce 0.021 -1.001 -0.504
C -0.624 0.753 -4.807
H -0.628 -3.351 -4.228
C -2.678 -1.968 -1.916
N 0.132 -2.398 -2.592
N 0.624 1.471 0.376
C -2.213 -2.397 -3.166
N 0.812 2.684 2.221
H -2.022 1.553 -6.749
C -2.494 1.623 -3.586
C 2.366 -0.117 2.932
H 0.914 -0.052 -3.583
H -5.176 -2.457 -4.932
C 4.758 0.050 2.623
H 1.467 0.019 3.510
C -0.081 0.377 -3.598
C 0.003 2.207 4.477
C 2.237 -0.759 1.694
C -2.582 -3.091 1.895
H 3.360 -3.235 -2.289
H 5.733 0.356 2.956
C -0.330 4.339 7.498
H -3.266 -3.258 1.041
N 2.212 -2.090 -0.932
Cl -2.508 -1.365 2.312
C 0.585 3.099 3.566
H 0.930 5.792 5.561
C -0.323 2.636 5.738
H 5.520 -0.837 0.812
H 2.504 2.203 -0.520
C 1.907 2.998 1.416
H -0.788 1.988 6.440
C -1.878 1.197 -2.429
H 4.211 -2.388 -0.466
N -0.595 4.595 8.575
Cl -0.978 -3.721 1.435
H 2.002 -4.089 -1.472
H 1.336 -3.680 -3.781
H -5.927 -1.603 -2.725
H -0.224 1.189 4.177
H 3.722 0.803 4.318
H 1.422 5.096 3.305
C 2.329 -3.153 -1.948
H -0.048 0.558 -5.706
H 1.924 -2.035 -3.666
C -0.010 3.941 6.157
O 1.013 -1.165 1.287
C 4.628 -0.618 1.426
C -4.897 -1.869 -2.862
C 3.613 0.298 3.373
C 3.383 -1.049 0.934
O -1.834 -1.782 -0.888
C -4.028 -1.706 -1.789
C -1.871 1.382 -4.810
H 2.668 3.713 1.693
C 0.067 1.800 1.537
C 1.449 -2.835 -3.107
C 3.268 -1.883 -0.232
C 0.634 4.800 5.266
H -2.891 -3.641 2.801
C 0.915 4.398 3.963
H -4.366 -1.300 -0.840
H -2.688 -2.926 -5.177
C 1.776 2.239 0.291
H -3.466 2.089 -3.507
C -4.442 -2.300 -4.119
H -0.828 1.340 1.956
N -0.679 0.600 -2.418

Atoms 1-6, force components in eV/Å:
Br 0.1 -0.1 -0.5
O -0.1 -0.2 0.0
C 0.3 -0.2 -0.3
C 0.6 1.1 0.7
Ce 0.0 0.7 0.2
C 0.3 -0.3 0.2


Question: The highest energy belongs to which entry?
Answer: C32H26N5O2RuS4


Repeat the fourth record exactly.
ORCA calculation (ωB97M-V/def2-TZVPD) on a structure of composition C32H27BrCeCl2N6O3 at a distorted geometry.

- F_max (eV/Å) = 1.4
- molecular weight (g/mol) = 834.533
- net charge = +2
- energy (hartree) = -5759.01284
- frontier orbital gap (eV) = 6.59
- energy above the lowest of the compared OMol25 structures with the same formula, charge and spin (kcal per mole) = 0.2

Atoms and positions in Å:
Br -2.661 1.465 -0.713
O -2.464 1.822 -5.922
C -3.103 -2.574 -4.237
C -0.852 -2.779 -3.347
Ce 0.021 -1.001 -0.504
C -0.624 0.753 -4.807
H -0.628 -3.351 -4.228
C -2.678 -1.968 -1.916
N 0.132 -2.398 -2.592
N 0.624 1.471 0.376
C -2.213 -2.397 -3.166
N 0.812 2.684 2.221
H -2.022 1.553 -6.749
C -2.494 1.623 -3.586
C 2.366 -0.117 2.932
H 0.914 -0.052 -3.583
H -5.176 -2.457 -4.932
C 4.758 0.050 2.623
H 1.467 0.019 3.510
C -0.081 0.377 -3.598
C 0.003 2.207 4.477
C 2.237 -0.759 1.694
C -2.582 -3.091 1.895
H 3.360 -3.235 -2.289
H 5.733 0.356 2.956
C -0.330 4.339 7.498
H -3.266 -3.258 1.041
N 2.212 -2.090 -0.932
Cl -2.508 -1.365 2.312
C 0.585 3.099 3.566
H 0.930 5.792 5.561
C -0.323 2.636 5.738
H 5.520 -0.837 0.812
H 2.504 2.203 -0.520
C 1.907 2.998 1.416
H -0.788 1.988 6.440
C -1.878 1.197 -2.429
H 4.211 -2.388 -0.466
N -0.595 4.595 8.575
Cl -0.978 -3.721 1.435
H 2.002 -4.089 -1.472
H 1.336 -3.680 -3.781
H -5.927 -1.603 -2.725
H -0.224 1.189 4.177
H 3.722 0.803 4.318
H 1.422 5.096 3.305
C 2.329 -3.153 -1.948
H -0.048 0.558 -5.706
H 1.924 -2.035 -3.666
C -0.010 3.941 6.157
O 1.013 -1.165 1.287
C 4.628 -0.618 1.426
C -4.897 -1.869 -2.862
C 3.613 0.298 3.373
C 3.383 -1.049 0.934
O -1.834 -1.782 -0.888
C -4.028 -1.706 -1.789
C -1.871 1.382 -4.810
H 2.668 3.713 1.693
C 0.067 1.800 1.537
C 1.449 -2.835 -3.107
C 3.268 -1.883 -0.232
C 0.634 4.800 5.266
H -2.891 -3.641 2.801
C 0.915 4.398 3.963
H -4.366 -1.300 -0.840
H -2.688 -2.926 -5.177
C 1.776 2.239 0.291
H -3.466 2.089 -3.507
C -4.442 -2.300 -4.119
H -0.828 1.340 1.956
N -0.679 0.600 -2.418

Atoms 1-6, force components in eV/Å:
Br 0.1 -0.1 -0.5
O -0.1 -0.2 0.0
C 0.3 -0.2 -0.3
C 0.6 1.1 0.7
Ce 0.0 0.7 0.2
C 0.3 -0.3 0.2


Question: What is the net charge in the third record?
Answer: +1